Entry 1:
DFT (ωB97M-V/def2-TZVPD) results for a structure of composition C17H50BCl3F2I2N8O6P4ScSi.

The geometry in XYZ format:
```
95
Properties=species:S:1:pos:R:3:forces:R:3:lowdin_charge:R:1
Sc 0.050 0.671 -0.869 -0.035 0.211 -0.079 0.37
C -1.785 -2.437 -3.452 -0.015 -0.003 -0.005 -0.06
N -1.615 -1.356 -4.430 -0.011 0.010 0.126 -0.28
C -1.561 -1.803 -5.819 -0.002 -0.002 0.025 -0.07
P -0.808 -0.010 -3.993 0.132 -0.018 -0.238 0.49
O -1.155 0.320 -2.572 0.086 -0.036 0.227 -0.37
O 0.784 -0.279 -4.186 -0.087 0.010 0.114 -0.27
P 1.788 -0.913 -3.094 -0.007 0.023 -0.130 0.48
O 1.180 -0.861 -1.722 -0.216 0.106 0.073 -0.40
N 1.954 -2.484 -3.511 0.090 -0.023 0.134 -0.29
C 1.968 -3.547 -2.503 -0.048 -0.020 -0.049 -0.08
C 2.694 -2.781 -4.735 -0.008 -0.006 0.034 -0.08
N 3.116 -0.021 -3.250 0.047 -0.056 -0.143 -0.29
C 4.137 -0.205 -2.206 0.104 -0.023 -0.010 -0.07
C 3.463 0.902 -4.321 0.003 0.034 0.088 -0.09
N -1.075 1.170 -5.064 -0.038 0.007 0.034 -0.29
C -0.109 1.679 -6.031 0.008 0.049 0.032 -0.08
C -2.231 2.038 -4.825 0.003 0.000 -0.082 -0.07
H -2.700 -2.980 -3.686 0.000 -0.001 -0.008 0.10
H -1.874 -2.026 -2.449 -0.002 0.009 -0.006 0.07
H -0.943 -3.136 -3.478 0.007 0.001 -0.019 0.08
H -2.455 -2.386 -6.036 -0.003 0.004 -0.005 0.09
H -0.683 -2.429 -6.009 0.006 -0.005 0.010 0.09
H -1.540 -0.944 -6.487 0.002 -0.003 -0.012 0.08
H 1.381 -3.254 -1.638 -0.007 0.010 -0.002 0.06
H 2.987 -3.775 -2.178 0.009 0.010 -0.014 0.09
H 1.534 -4.450 -2.935 -0.003 0.001 0.001 0.09
H 2.583 -1.970 -5.454 -0.001 -0.003 -0.011 0.08
H 2.293 -3.690 -5.184 -0.006 0.005 -0.010 0.09
H 3.759 -2.929 -4.538 0.002 0.006 0.009 0.09
H 3.802 -0.941 -1.472 -0.004 0.008 -0.008 0.08
H 4.299 0.730 -1.661 -0.041 -0.021 0.022 0.05
H 5.072 -0.556 -2.649 -0.015 0.005 -0.029 0.09
H 2.600 1.108 -4.946 -0.017 0.000 -0.006 0.05
H 4.269 0.495 -4.937 0.002 -0.006 0.010 0.09
H 3.794 1.843 -3.880 -0.012 0.010 -0.006 0.08
H 0.639 0.925 -6.259 0.000 -0.001 -0.016 0.07
H 0.389 2.574 -5.649 0.005 -0.011 0.012 0.08
H -0.635 1.931 -6.953 -0.005 -0.007 0.001 0.09
H -2.910 1.578 -4.109 -0.003 -0.009 0.005 0.08
H -2.769 2.195 -5.760 0.003 -0.008 0.000 0.09
H -1.903 3.002 -4.429 0.015 -0.005 0.021 0.08
I 2.075 0.592 1.191 -0.045 0.108 -0.023 0.73
C 3.738 2.060 0.453 -0.048 -0.130 -0.016 -0.43
I 0.979 2.957 -2.225 -0.045 -0.136 0.033 0.35
H 3.058 2.810 0.018 -0.042 0.049 0.059 -0.19
H 3.981 2.449 1.456 -0.007 0.008 0.019 -0.13
C -1.997 1.296 5.745 0.045 0.000 -0.007 -0.07
N -1.438 0.551 4.617 -0.123 -0.125 0.062 -0.28
C -0.418 -0.444 4.960 0.065 0.044 -0.012 -0.06
P -2.195 0.622 3.193 0.146 -0.058 0.031 0.59
O -1.468 -0.375 2.300 0.097 0.032 -0.189 -0.09
O -2.067 2.108 2.650 -0.008 -0.063 -0.069 -0.22
P -1.473 2.871 1.345 -0.087 0.197 0.262 0.51
O -1.232 1.847 0.288 0.096 -0.187 -0.162 -0.38
N -2.608 3.907 0.832 0.075 -0.028 -0.073 -0.29
C -3.147 3.878 -0.528 -0.056 -0.011 0.028 -0.06
C -2.956 5.088 1.617 -0.025 -0.024 -0.025 -0.08
N -0.278 3.730 2.010 0.078 -0.068 -0.056 -0.28
C 0.507 3.355 3.187 0.017 0.061 0.006 -0.08
C 0.366 4.759 1.183 0.026 0.060 0.029 -0.08
N -3.783 0.430 3.351 -0.090 0.191 0.162 -0.28
C -4.254 -0.793 4.006 -0.018 -0.015 -0.021 -0.06
C -4.818 1.231 2.705 -0.034 -0.122 -0.076 -0.05
H -1.185 1.747 6.316 -0.001 0.011 -0.008 0.09
H -2.569 0.641 6.407 0.009 -0.014 -0.001 0.09
H -2.650 2.093 5.393 -0.002 -0.003 0.001 0.08
H 0.357 0.042 5.553 0.003 0.000 -0.003 0.10
H 0.038 -0.847 4.061 0.003 0.001 0.001 0.07
H -0.850 -1.261 5.542 -0.010 0.011 0.007 0.09
H -2.874 2.950 -1.019 0.014 0.001 -0.014 0.07
H -2.754 4.715 -1.110 0.005 0.006 0.003 0.09
H -4.235 3.956 -0.491 0.003 -0.001 0.006 0.09
H -2.589 4.990 2.636 0.000 0.006 0.003 0.08
H -4.041 5.198 1.646 0.003 -0.003 0.006 0.09
H -2.527 5.991 1.176 0.001 -0.001 -0.008 0.09
H 0.035 2.544 3.732 -0.002 -0.014 -0.002 0.06
H 0.584 4.225 3.842 -0.012 -0.001 -0.001 0.10
H 1.508 3.041 2.890 -0.004 -0.008 -0.013 0.04
H -0.257 5.013 0.326 0.001 -0.006 -0.001 0.07
H 1.326 4.403 0.809 0.014 -0.034 -0.002 0.06
H 0.524 5.653 1.788 -0.027 -0.005 0.001 0.10
H -3.413 -1.375 4.385 0.004 0.011 0.014 0.07
H -4.792 -1.413 3.289 0.012 -0.008 -0.012 0.10
H -4.913 -0.543 4.839 -0.010 0.017 -0.007 0.10
H -4.382 2.073 2.176 0.011 0.019 0.004 0.07
H -5.512 1.609 3.457 -0.006 -0.014 0.014 0.10
H -5.370 0.617 1.991 0.021 0.001 -0.011 0.10
F -3.231 -1.239 0.978 0.016 -0.034 0.064 0.12
B -1.874 -1.317 1.200 -0.188 0.243 -0.078 -1.12
F -1.208 -0.818 -0.004 0.171 -0.123 -0.048 -0.04
Cl 0.894 -3.204 1.506 0.047 0.022 0.032 0.31
Si -1.155 -3.168 1.579 0.028 -0.084 -0.059 -0.51
Cl -1.717 -3.798 3.456 -0.031 -0.032 0.058 0.32
Cl -1.817 -4.545 0.208 -0.029 0.001 0.003 0.31
```
Positions in Å, forces in eV/Å.

For the strongest force on any atom, the calculation gives 0.34 eV/Å. As for the total energy: -168276.819 eV. Its energy relative to the best compared isomer or geometry (same formula, charge and spin) is 0.0 kJ/mol. The charge is +1. Its HOMO energy is -8.749 eV.


Entry 2:
DFT (ωB97M-V/def2-TZVPD) results for a cluster of 10 separate species, C17H50BF4NO9 in total in a non-equilibrium geometry.

The geometry in XYZ format:
```
82
Properties=species:S:1:pos:R:3:forces:R:3:lowdin_charge:R:1
B 14.708 23.889 0.433 -1.768 0.764 0.935 -1.25
F 14.176 22.612 0.045 0.744 -0.045 -0.433 0.08
F 15.621 24.366 -0.505 0.664 -0.397 -0.566 0.13
F 13.588 24.728 0.464 0.254 0.233 -0.405 0.14
F 15.276 23.848 1.692 0.506 -0.430 -0.285 0.17
C 8.079 25.055 2.913 -0.141 -0.262 -1.517 -0.06
C 9.277 26.011 2.580 -0.955 -0.637 0.466 -0.47
C 8.739 27.328 1.948 0.401 1.669 -0.436 -0.16
C 7.876 28.245 2.832 -0.347 -1.980 1.495 -0.20
C 8.730 28.441 4.075 0.264 0.623 -0.366 -0.18
C 9.454 27.242 4.707 -0.003 -0.631 1.177 -0.52
N 10.051 26.316 3.773 0.841 1.005 -1.414 -0.24
O 10.755 25.238 4.322 -0.916 0.265 0.174 -0.27
C 8.526 26.540 5.775 -0.888 0.394 -0.339 -0.05
C 10.586 27.913 5.482 1.215 0.288 0.401 -0.08
C 10.099 25.297 1.452 -0.058 0.167 0.602 -0.02
H 8.421 24.100 3.313 0.250 0.236 0.381 0.07
H 7.667 24.808 1.925 -0.374 -0.092 0.077 0.05
H 7.246 25.446 3.494 0.263 0.197 0.187 0.04
H 8.356 27.275 0.923 -0.379 -0.799 0.129 0.10
H 9.614 27.972 1.785 0.412 -0.348 0.002 0.11
H 6.965 27.723 3.156 -0.214 0.046 -0.329 0.09
H 7.583 29.236 2.482 0.142 -0.166 -0.628 0.09
H 8.201 28.953 4.885 -0.088 0.085 -0.071 0.10
H 9.496 29.130 3.698 0.245 0.046 0.409 0.10
H 7.990 27.234 6.439 0.712 0.434 0.250 0.05
H 9.064 25.801 6.363 0.091 -0.065 -0.203 0.06
H 7.641 26.092 5.316 0.390 -0.486 -0.285 0.04
H 11.239 28.464 4.798 -0.351 0.250 -0.224 0.07
H 11.333 27.270 5.954 -0.632 -0.654 0.096 0.07
H 10.209 28.605 6.243 -0.099 0.052 -0.020 0.07
H 9.437 24.604 0.928 -0.110 0.336 -0.382 0.06
H 10.924 24.661 1.768 0.068 0.460 0.642 0.05
H 10.493 26.065 0.784 0.064 -0.165 -0.204 0.06
C 18.390 26.398 4.187 -0.352 -1.092 -0.627 -0.13
O 17.441 25.569 3.520 0.370 0.116 0.086 -0.15
H 18.421 27.376 3.702 0.077 0.200 0.377 0.08
H 18.072 26.408 5.227 0.157 0.507 0.033 0.08
H 19.370 25.914 4.117 0.180 0.278 0.188 0.07
H 17.861 25.114 2.772 -0.343 0.020 -0.185 0.05
C 14.470 18.966 -0.203 -0.251 0.293 -0.062 -0.18
O 14.018 20.024 0.618 -0.233 -0.286 -0.291 -0.12
H 14.905 19.376 -1.118 0.603 -0.278 0.149 0.06
H 15.136 18.347 0.401 0.391 0.014 -0.376 0.07
H 13.679 18.297 -0.567 -0.377 0.164 0.299 0.06
H 14.169 20.868 0.166 -0.133 -0.193 0.413 0.04
C 14.371 26.963 3.901 -0.459 0.076 0.725 -0.17
O 14.859 25.815 4.581 0.589 0.659 -0.211 -0.13
H 13.285 26.867 3.867 -0.007 -0.135 -0.646 0.07
H 14.542 27.894 4.467 0.268 0.000 0.177 0.06
H 14.881 27.089 2.941 -0.479 -0.140 -0.206 0.07
H 15.752 25.732 4.216 -0.096 -0.618 0.237 0.01
C 11.694 22.206 2.424 0.048 -0.786 -0.185 -0.18
O 12.757 23.047 2.816 -0.123 -0.305 -0.772 -0.10
H 10.715 22.629 2.650 0.149 0.178 0.371 0.06
H 11.681 21.942 1.359 0.219 0.455 -0.184 0.07
H 11.812 21.218 2.886 -0.238 0.047 0.386 0.07
H 13.355 23.088 2.054 -0.260 0.135 0.763 0.02
C 13.769 27.305 -1.442 0.429 -1.641 0.493 -0.14
O 14.466 26.295 -2.199 -0.465 0.439 -0.360 -0.15
H 14.421 27.563 -0.605 -0.035 0.807 -0.147 0.08
H 13.476 28.108 -2.111 0.193 0.167 0.129 0.07
H 12.905 26.850 -0.954 -0.291 0.223 -0.233 0.07
H 14.447 25.492 -1.664 0.128 0.147 0.075 0.03
C 12.490 20.964 -2.814 0.459 -0.327 1.665 -0.16
O 13.665 20.771 -3.589 -0.616 0.363 -0.738 -0.14
H 11.535 21.054 -3.330 0.408 -0.350 -0.811 0.07
H 12.457 20.125 -2.111 -0.595 -0.078 0.009 0.07
H 12.501 21.843 -2.160 0.434 0.230 -0.202 0.08
H 14.434 20.899 -3.009 -0.106 0.129 0.061 0.02
C 16.444 22.443 -3.231 -1.107 2.221 0.265 -0.13
O 15.877 21.731 -2.147 0.510 -1.199 -0.136 -0.13
H 16.182 23.484 -3.001 0.237 0.173 -0.542 0.08
H 17.530 22.481 -3.331 0.022 -0.887 0.318 0.08
H 15.938 22.225 -4.175 0.257 -0.391 -0.003 0.08
H 15.335 22.333 -1.627 0.092 0.150 0.264 0.05
C 18.797 22.978 1.133 -0.768 -1.328 0.074 -0.17
O 18.094 24.180 1.096 0.542 1.234 -0.066 -0.13
H 18.195 22.242 1.679 0.220 -0.165 0.085 0.09
H 19.008 22.522 0.159 -0.090 0.325 -0.213 0.07
H 19.756 23.072 1.644 -0.101 0.465 0.096 0.07
H 17.192 24.129 0.732 0.338 -0.408 0.146 0.06
```
Positions in Å, forces in eV/Å.

For the strongest force on any atom, the calculation gives 2.51 eV/Å. As for the total energy: -49905.360 eV. Its energy relative to the best compared isomer or geometry (same formula, charge and spin) is 0.0 kJ/mol. The charge is -2. Its HOMO energy is 0.902 eV.


Entry 3:
DFT (ωB97M-V/def2-TZVPD) results for a cluster of 8 separate species, C17H50O8 in total in a non-equilibrium geometry.

The geometry in XYZ format:
```
75
Properties=species:S:1:pos:R:3:forces:R:3:lowdin_charge:R:1
C -4.764 -1.216 0.423 0.229 1.950 1.133 -0.05
C -3.266 -0.957 0.567 0.375 -1.195 -1.931 -0.45
C -2.545 -2.244 0.952 -0.790 0.062 0.725 -0.06
O -2.694 -0.639 -0.746 -0.049 0.415 0.418 -0.08
H -5.090 -2.158 0.004 0.212 -0.153 0.003 0.09
H -5.186 -0.362 -0.118 -0.132 -0.303 -0.321 0.08
H -5.122 -1.022 1.444 -0.457 -0.727 -0.134 0.09
H -3.097 -0.072 1.183 0.062 -0.332 0.447 0.12
H -1.489 -2.121 1.184 0.012 -0.014 -0.058 0.07
H -2.704 -2.981 0.164 0.312 0.249 -0.315 0.09
H -3.073 -2.699 1.796 0.324 0.196 0.285 0.08
H -3.093 0.201 -1.007 0.120 -0.128 -0.243 0.09
C 0.791 -5.361 -1.383 0.123 -0.427 0.387 -0.08
C 0.302 -4.132 -0.616 -0.398 -0.419 -1.081 -0.34
O 1.365 -3.229 -0.415 -0.018 0.287 0.135 -0.08
H -0.016 -5.899 -1.885 -0.229 0.057 0.306 0.07
H 1.267 -6.046 -0.678 0.132 -0.101 -0.199 0.07
H 1.496 -5.139 -2.182 0.092 0.417 0.195 0.07
H -0.165 -4.430 0.326 0.128 -0.076 0.173 0.10
H -0.509 -3.713 -1.225 0.109 0.437 0.088 0.09
H 1.015 -2.323 -0.490 0.043 -0.224 -0.049 0.03
C -0.054 -0.053 -4.627 -0.638 -0.330 0.400 -0.08
C 0.579 -1.409 -4.380 0.693 0.311 -0.659 -0.33
O -0.249 -2.248 -3.590 0.617 0.227 -0.061 -0.07
H -0.357 0.429 -3.692 0.561 0.117 0.102 0.06
H -1.022 -0.204 -5.113 0.258 0.074 -0.479 0.08
H 0.623 0.576 -5.205 -0.232 0.192 -0.022 0.06
H 1.598 -1.301 -3.983 -0.277 0.068 0.594 0.11
H 0.820 -1.859 -5.352 -0.667 -0.382 0.086 0.11
H -0.016 -1.989 -2.690 -0.252 -0.221 0.136 0.04
C -1.634 -0.613 3.948 -0.012 0.006 0.964 -0.09
C -1.659 0.140 5.275 -0.556 0.195 -0.442 -0.33
O -1.727 -0.796 6.345 0.227 -0.016 -0.101 -0.07
H -0.763 -1.265 3.871 0.012 0.029 -0.077 0.07
H -1.653 0.097 3.123 -0.057 -0.123 -0.098 0.06
H -2.534 -1.228 3.998 0.060 -0.113 -0.574 0.08
H -2.600 0.709 5.265 0.292 0.255 0.058 0.11
H -0.818 0.837 5.376 -0.049 -0.131 0.129 0.10
H -2.261 -0.404 7.039 0.105 -0.046 0.125 0.08
C 1.746 1.073 -0.094 -0.216 0.354 0.826 -0.07
C 0.709 0.059 0.349 0.796 -0.546 -0.122 -0.28
O 0.266 -0.660 -0.819 -0.641 0.338 0.369 -0.12
H 2.234 1.509 0.783 0.074 -0.108 -0.010 0.08
H 1.275 1.913 -0.603 0.006 -0.140 -0.245 0.05
H 2.506 0.611 -0.719 -0.068 -0.045 -0.087 0.08
H -0.109 0.504 0.923 -0.169 0.163 -0.405 0.11
H 1.139 -0.690 1.026 0.201 0.173 -0.024 0.09
H -0.703 -0.627 -0.792 -0.275 -0.201 -0.297 0.05
C 2.304 -0.265 3.735 -0.684 -0.217 -0.200 -0.09
C 1.994 -0.276 5.220 0.885 -0.513 -0.095 -0.32
O 2.275 0.968 5.846 -0.355 0.011 0.101 -0.07
H 1.704 0.472 3.196 0.102 0.158 0.106 0.06
H 2.024 -1.239 3.323 0.183 -0.014 -0.049 0.07
H 3.361 -0.092 3.532 0.015 0.050 0.044 0.08
H 2.617 -1.069 5.654 -0.077 0.071 0.193 0.11
H 0.969 -0.579 5.431 -0.080 0.381 -0.027 0.08
H 3.219 1.013 6.014 0.011 0.036 -0.029 0.08
C 2.817 2.730 -3.049 -0.626 0.363 0.134 -0.09
C 3.258 2.496 -4.472 0.612 0.396 -0.683 -0.31
O 2.241 3.032 -5.341 0.001 -0.542 0.167 -0.09
H 1.867 2.201 -2.942 0.124 -0.163 0.253 0.06
H 2.568 3.778 -2.864 0.138 0.092 -0.316 0.07
H 3.495 2.455 -2.244 0.211 -0.359 -0.300 0.07
H 3.463 1.439 -4.675 -0.434 -0.078 0.128 0.11
H 4.188 2.986 -4.788 0.034 0.174 0.612 0.11
H 2.099 2.393 -6.045 -0.067 0.142 -0.062 0.07
C 0.017 5.285 -1.268 0.803 -0.062 -0.864 -0.09
C -0.869 4.084 -1.024 -0.421 0.040 -0.367 -0.33
O -1.006 3.891 0.381 -0.142 -0.034 0.029 -0.08
H 0.043 5.579 -2.323 -0.286 -0.277 -0.051 0.08
H 1.060 5.031 -1.066 -0.065 0.105 0.403 0.07
H -0.255 6.194 -0.737 -0.209 -0.271 0.370 0.08
H -0.490 3.164 -1.486 0.450 0.174 0.045 0.09
H -1.835 4.209 -1.530 -0.137 0.289 0.375 0.11
H -1.884 3.549 0.562 0.022 -0.020 0.035 0.07
```
Positions in Å, forces in eV/Å.

For the strongest force on any atom, the calculation gives 2.30 eV/Å. As for the total energy: -34817.503 eV. Its energy relative to the best compared isomer or geometry (same formula, charge and spin) is 205.3 kJ/mol. As for the SMILES: CC(C)O.CCO.CCO.CCO.CCO.CCO.CCO.CCO. Its HOMO energy is -9.724 eV.


One value per record, in order, for gap between HOMO and LUMO: 7.104; 3.465; 9.814 eV.